A structure of composition C31H36Ge2N2S2SiV, computed with ωB97M-V with the def2-TZVPD basis set.

The geometry in ORCA input format:
```
! RIJCOSX wB97M-V def2-TZVPD def2/J DEFGRID3
* xyz 0 4
V -0.02486 -2.15929 0.47473
C -1.59578 -5.43111 -0.00681
C -0.35482 -4.69181 0.39602
C 0.70419 -4.51691 -0.48100
C 1.89096 -3.87256 -0.07883
C 2.02498 -3.40686 1.21579
C 0.95357 -3.55095 2.12228
C -0.22611 -4.15931 1.70745
H -1.69788 -5.47049 -1.09049
H -2.48418 -4.95228 0.40207
H -1.55266 -6.45606 0.36755
H 0.61554 -4.89090 -1.49347
H 2.70456 -3.75566 -0.78163
H 2.92994 -2.91184 1.53416
H 1.04807 -3.17429 3.13059
H -1.04516 -4.28012 2.40503
S -2.39898 -2.02888 0.11829
C -1.95783 -2.03329 -1.55281
S -0.26279 -1.55453 -1.82747
C -2.76738 -2.38391 -2.58747
C -4.11178 -2.81332 -2.34509
N -5.19087 -3.15573 -2.14419
C -2.28894 -2.36165 -3.93845
N -1.89775 -2.35974 -5.02017
C 3.32660 0.40750 4.48894
Si 2.93148 1.17076 2.83825
C 4.47876 1.37114 1.82973
C 2.11734 2.82561 3.09931
C 1.78592 0.06027 1.95082
C 1.01593 -0.64289 1.30432
H 4.03491 1.02280 5.04888
H 3.76914 -0.58278 4.36143
H 2.42203 0.29712 5.09067
H 5.10224 2.17806 2.22316
H 4.22345 1.60829 0.79570
H 5.07142 0.45374 1.83354
H 2.71409 3.44314 3.77522
H 1.12254 2.71252 3.53590
H 2.01552 3.35796 2.15228
C -3.76149 1.05017 1.08247
Ge -1.84047 1.38057 1.20193
C -1.57848 3.31021 1.36796
C -1.35957 0.55518 2.89832
Ge -0.60020 0.66542 -0.81674
C 1.15614 1.41606 -1.20805
C 2.13868 0.75766 -1.94202
C 3.33311 1.38972 -2.26323
C 3.56200 2.69735 -1.86222
C 2.58892 3.36911 -1.13673
C 1.40059 2.72962 -0.81126
C -1.66615 1.27608 -2.36534
C -1.31631 0.92153 -3.67144
C -2.00987 1.41295 -4.76504
C -3.06644 2.29535 -4.57985
C -3.41033 2.68757 -3.29773
C -2.71410 2.18041 -2.20553
H -4.20227 1.58375 1.92878
H -3.97407 -0.01015 1.19509
H -4.24080 1.39333 0.17128
H -2.16710 3.63810 2.22735
H -1.92687 3.84345 0.48333
H -0.53947 3.57305 1.55673
H -2.14530 0.82023 3.60946
H -0.39565 0.89852 3.26590
H -1.31626 -0.52985 2.80968
H 1.98904 -0.25967 -2.28554
H 4.08443 0.85925 -2.83477
H 4.49192 3.19079 -2.11390
H 2.75333 4.39354 -0.82584
H 0.65110 3.28042 -0.25861
H -0.49686 0.23586 -3.85008
H -1.72975 1.09971 -5.76240
H -3.61409 2.67566 -5.43252
H -4.22421 3.38454 -3.14179
H -2.99856 2.52272 -1.22186
*
```

## Properties
⟨S²⟩: 3.777
energy relative to the best compared isomer or geometry (same formula, charge and spin): 0.000 eV
highest occupied orbital energy (alpha / beta): -7.7 / -8.5 eV
LUMO (alpha / beta): -0.210 / -0.777 eV

A structure of composition C18H47AgN4O6, computed with ωB97M-V with the def2-TZVPD basis set.

The geometry in ORCA input format:
```
! RIJCOSX wB97M-V def2-TZVPD def2/J DEFGRID3
* xyz 1 2
Ag -10.99595 3.49143 9.30631
C -11.07913 6.63292 6.47351
C -10.92516 5.55506 7.52702
O -11.46800 5.77275 8.62860
O -10.34484 4.45724 7.23014
H -10.65449 6.37773 5.50096
H -10.63212 7.56530 6.82011
H -12.13078 6.85831 6.30611
C -6.20120 9.22309 4.45792
C -7.18972 8.04683 4.54628
C -7.52223 7.68551 5.97342
O -6.50221 6.88216 6.50917
C -6.84319 6.24068 7.71128
N -8.39735 8.40673 3.80615
H -6.72337 10.02545 4.97860
H -6.09793 9.49413 3.40926
H -5.26053 8.92263 4.90757
H -6.72059 7.14641 4.11111
H -8.49355 7.15812 5.98854
H -7.71303 8.57223 6.59457
H -6.70329 6.88604 8.58199
H -6.16333 5.40432 7.91060
H -7.81330 5.73805 7.60456
H -8.15363 8.75443 2.88533
H -8.97067 7.59297 3.60276
C -7.56457 1.14927 11.01405
C -8.57287 2.18374 10.57367
C -8.08414 3.62693 10.51494
O -9.16166 4.49783 10.26676
C -8.91716 5.84472 10.64210
N -9.29339 1.85464 9.31114
H -6.70061 1.00699 10.35982
H -8.06872 0.18004 10.98817
H -7.21016 1.33959 12.02564
H -9.38268 2.24512 11.31200
H -7.26415 3.78454 9.79577
H -7.60642 3.82962 11.48348
H -9.16073 5.95589 11.70308
H -9.52386 6.53690 10.06637
H -7.87421 6.15569 10.53897
H -8.56859 1.74831 8.60415
H -9.74335 0.94593 9.36534
C -15.04212 7.08033 6.67648
C -15.51332 5.77253 7.33328
C -14.97455 4.60544 6.53280
O -15.65536 4.53979 5.29519
C -14.91596 3.82869 4.32349
N -15.03115 5.65904 8.70113
H -14.05017 7.35493 7.04158
H -15.67453 7.91908 6.99126
H -15.11311 7.10118 5.58770
H -16.60133 5.75480 7.25764
H -15.16934 3.64944 7.03719
H -13.88551 4.69866 6.39514
H -14.70390 2.80154 4.63557
H -13.98416 4.37357 4.12248
H -15.51505 3.84074 3.41551
H -14.01675 5.58908 8.68845
H -15.19027 6.51556 9.22154
C -9.44325 2.17567 4.60492
C -8.30011 3.15831 4.90642
C -7.06168 2.96555 4.07466
O -6.52933 1.73082 4.47444
C -5.48481 1.26623 3.62330
N -8.80016 4.49286 4.86196
H -10.21109 2.27733 5.37419
H -9.07067 1.16109 4.52721
H -9.95050 2.48813 3.69102
H -8.05322 3.02532 5.98231
H -6.29444 3.73693 4.26024
H -7.21252 3.00953 2.98716
H -4.92567 0.51350 4.17071
H -4.83280 2.06824 3.27391
H -5.95283 0.76880 2.76738
H -9.45674 4.75239 5.62612
H -8.06269 5.21157 4.85853
*
```

## Properties
⟨S²⟩: 0.755
highest occupied orbital energy (alpha / beta): -11.0 / -11.0 eV
LUMO (alpha / beta): -2.517 / -7.215 eV

A cluster of 2 separate species, C24H22N3 in total, computed with ωB97M-V with the def2-TZVPD basis set.

The geometry in ORCA input format:
```
! RIJCOSX wB97M-V def2-TZVPD def2/J DEFGRID3
* xyz 1 1
C -3.67729 3.86121 -2.11183
N -2.58250 3.49232 -1.23534
C -2.57710 2.42201 -0.39461
C -1.36597 2.39412 0.34189
C -1.00816 1.42186 1.28234
C 0.30970 1.26638 1.73535
C 1.53573 1.47341 1.04401
N 2.58348 1.34732 1.90607
C 3.96983 1.61208 1.56763
C 2.10746 1.04003 3.18740
C 0.69579 0.96637 3.11401
C -0.04529 0.90336 4.28329
C 0.63301 0.90046 5.51139
C 2.03578 0.97706 5.56637
C 2.79880 1.06154 4.39060
C -0.61952 3.58967 -0.08678
C -1.39478 4.21598 -1.09655
C -1.02669 5.39100 -1.73927
C 0.18849 5.97826 -1.35344
C 0.95771 5.40241 -0.33021
C 0.53886 4.23062 0.32664
H -3.41827 4.79290 -2.61985
H -3.86039 3.07894 -2.86052
H -4.60204 4.00751 -1.53679
H -3.40215 1.71812 -0.34738
H -1.78626 0.67103 1.60327
H 1.68675 1.71642 -0.00423
H 4.57697 1.50155 2.46986
H 4.32086 0.90853 0.80053
H 4.08728 2.63252 1.17285
H -1.13167 0.86823 4.20635
H 0.06375 0.84630 6.43991
H 2.53764 0.97954 6.53329
H 3.88437 1.15054 4.39590
H -1.66732 5.81833 -2.50969
H 0.52919 6.88962 -1.84428
H 1.89602 5.87461 -0.03511
H 1.11330 3.82442 1.15471
N -2.75819 -0.11477 2.22970
C -3.50067 0.40268 3.23240
C -4.49793 -0.31891 3.89559
C -4.75131 -1.63963 3.51853
C -3.98820 -2.18441 2.48073
C -3.00676 -1.39813 1.86775
H -3.27997 1.43552 3.51046
H -5.04898 0.17508 4.69403
H -5.52194 -2.22859 4.01727
H -4.13717 -3.20682 2.13370
H -2.40031 -1.80648 1.05605
*
```

## Properties
energy relative to the best compared isomer or geometry (same formula, charge and spin): 0.662 eV
highest occupied orbital energy: -10.4 eV
LUMO: -3.895 eV

A structure of composition C16H15BF4MoN3O4S6Se2Te2, computed with ωB97M-V with the def2-TZVPD basis set.

The geometry in ORCA input format:
```
! RIJCOSX wB97M-V def2-TZVPD def2/J DEFGRID3
* xyz -1 1
Mo -0.21144 -0.74140 -1.41593
Se -2.35013 -0.45088 -0.29859
Te -4.21674 -1.03173 -1.90328
Te -3.16904 0.28658 -3.98220
Se -0.83375 -0.73804 -3.70489
N -0.69704 -2.87505 -1.22052
H -1.69100 -3.06016 -1.31290
H -0.37570 -3.12954 -0.26536
H -0.19233 -3.43429 -1.89947
O 0.35003 -2.95678 1.34724
C 0.58737 -1.75388 1.48745
O 0.44206 -0.85952 0.58433
C 1.05368 -1.23297 2.82228
C 1.43859 -2.13853 3.80520
C 1.85509 -1.68664 5.04336
C 1.86468 -0.32081 5.27393
C 1.47387 0.60018 4.31977
C 1.07006 0.13228 3.07965
N 2.30762 0.16701 6.59418
O 2.33617 1.36724 6.77698
O 2.61482 -0.66096 7.43143
H 1.40072 -3.19512 3.57956
H 2.16480 -2.36420 5.82433
H 1.47721 1.65479 4.54984
H 0.74147 0.82456 2.31828
F 0.52115 1.14053 -1.38854
B 0.45384 2.65721 -1.82413
F -0.40380 3.22686 -0.90232
F -0.05222 2.64580 -3.08645
F 1.73956 3.08615 -1.70745
S -2.01444 2.17917 3.19993
C -3.08922 2.33966 1.92737
N -2.65373 2.78399 0.71092
C -3.40786 2.87471 -0.40932
C -4.72695 2.55722 -0.37548
C -5.26229 2.12348 0.85960
C -4.48045 2.02284 1.96957
H -1.66325 2.97986 0.62330
H -2.87972 3.18686 -1.29811
H -5.32544 2.61257 -1.27125
H -6.30999 1.85434 0.91860
H -4.87155 1.67627 2.91451
C 3.98663 0.81388 -3.37386
S 2.49796 0.62166 -4.38154
C 2.40674 -1.12806 -4.51417
C 2.16494 -1.99808 -3.51513
S 1.97486 -1.63031 -1.80919
S 2.06192 -3.67554 -3.99071
C 2.27698 -3.46909 -5.69866
S 2.25427 -4.70568 -6.77728
S 2.54663 -1.81668 -6.11458
H 4.11288 1.88722 -3.23961
H 4.85608 0.40032 -3.88040
H 3.84540 0.35070 -2.40027
*
```

## Properties
energy relative to the best compared isomer or geometry (same formula, charge and spin): 0.142 eV
highest occupied orbital energy (alpha / beta): -5.6 / -5.6 eV
LUMO (alpha / beta): 0.718 / 0.719 eV

Please write out number 1 again, unchanged.
A structure of composition C31H36Ge2N2S2SiV, computed with ωB97M-V with the def2-TZVPD basis set.

The geometry in ORCA input format:
```
! RIJCOSX wB97M-V def2-TZVPD def2/J DEFGRID3
* xyz 0 4
V -0.02486 -2.15929 0.47473
C -1.59578 -5.43111 -0.00681
C -0.35482 -4.69181 0.39602
C 0.70419 -4.51691 -0.48100
C 1.89096 -3.87256 -0.07883
C 2.02498 -3.40686 1.21579
C 0.95357 -3.55095 2.12228
C -0.22611 -4.15931 1.70745
H -1.69788 -5.47049 -1.09049
H -2.48418 -4.95228 0.40207
H -1.55266 -6.45606 0.36755
H 0.61554 -4.89090 -1.49347
H 2.70456 -3.75566 -0.78163
H 2.92994 -2.91184 1.53416
H 1.04807 -3.17429 3.13059
H -1.04516 -4.28012 2.40503
S -2.39898 -2.02888 0.11829
C -1.95783 -2.03329 -1.55281
S -0.26279 -1.55453 -1.82747
C -2.76738 -2.38391 -2.58747
C -4.11178 -2.81332 -2.34509
N -5.19087 -3.15573 -2.14419
C -2.28894 -2.36165 -3.93845
N -1.89775 -2.35974 -5.02017
C 3.32660 0.40750 4.48894
Si 2.93148 1.17076 2.83825
C 4.47876 1.37114 1.82973
C 2.11734 2.82561 3.09931
C 1.78592 0.06027 1.95082
C 1.01593 -0.64289 1.30432
H 4.03491 1.02280 5.04888
H 3.76914 -0.58278 4.36143
H 2.42203 0.29712 5.09067
H 5.10224 2.17806 2.22316
H 4.22345 1.60829 0.79570
H 5.07142 0.45374 1.83354
H 2.71409 3.44314 3.77522
H 1.12254 2.71252 3.53590
H 2.01552 3.35796 2.15228
C -3.76149 1.05017 1.08247
Ge -1.84047 1.38057 1.20193
C -1.57848 3.31021 1.36796
C -1.35957 0.55518 2.89832
Ge -0.60020 0.66542 -0.81674
C 1.15614 1.41606 -1.20805
C 2.13868 0.75766 -1.94202
C 3.33311 1.38972 -2.26323
C 3.56200 2.69735 -1.86222
C 2.58892 3.36911 -1.13673
C 1.40059 2.72962 -0.81126
C -1.66615 1.27608 -2.36534
C -1.31631 0.92153 -3.67144
C -2.00987 1.41295 -4.76504
C -3.06644 2.29535 -4.57985
C -3.41033 2.68757 -3.29773
C -2.71410 2.18041 -2.20553
H -4.20227 1.58375 1.92878
H -3.97407 -0.01015 1.19509
H -4.24080 1.39333 0.17128
H -2.16710 3.63810 2.22735
H -1.92687 3.84345 0.48333
H -0.53947 3.57305 1.55673
H -2.14530 0.82023 3.60946
H -0.39565 0.89852 3.26590
H -1.31626 -0.52985 2.80968
H 1.98904 -0.25967 -2.28554
H 4.08443 0.85925 -2.83477
H 4.49192 3.19079 -2.11390
H 2.75333 4.39354 -0.82584
H 0.65110 3.28042 -0.25861
H -0.49686 0.23586 -3.85008
H -1.72975 1.09971 -5.76240
H -3.61409 2.67566 -5.43252
H -4.22421 3.38454 -3.14179
H -2.99856 2.52272 -1.22186
*
```

## Properties
⟨S²⟩: 3.777
energy relative to the best compared isomer or geometry (same formula, charge and spin): 0.000 eV
highest occupied orbital energy (alpha / beta): -7.7 / -8.5 eV
LUMO (alpha / beta): -0.210 / -0.777 eV

- Which formula does entry 3 have?
  C24H22N3